46
Properties=species:S:1:pos:R:3 method="wB97M-V/def2-TZVPD" relative_energy_ev=3.0583 molar_mass_g_mol=646.5 homo_energy_ev="-6.79 / -6.88" orbital_gap_ha="0.1830 / 0.1867" e_tot_ev=-113945.171
Ir -0.402 0.174 1.460
Br 0.579 3.559 2.355
Si 1.193 0.451 -2.654
O -0.472 -3.392 -1.714
O -2.182 -0.456 0.743
O -4.376 -0.031 0.854
O 1.301 0.611 2.422
O -0.580 -1.140 -1.303
O 2.905 -0.445 3.581
N 0.566 -1.550 1.207
N -1.566 1.859 1.857
C -3.218 0.257 1.058
C -3.875 2.477 2.036
C 0.765 -3.899 0.676
C 2.095 -2.941 2.411
C 1.726 0.646 -4.436
C -3.516 3.716 2.543
C 0.295 -2.594 0.360
C -1.231 3.078 2.289
C 2.513 -0.360 -1.615
C 1.642 -4.072 1.706
C -0.315 -0.723 -2.675
C -0.285 -2.348 -0.889
C 1.539 -1.723 2.130
C 1.979 -0.445 2.805
C 0.652 2.070 -1.909
C -2.881 1.589 1.700
C -2.176 4.028 2.653
H -4.268 4.439 2.830
H -0.165 2.522 -2.478
H 2.047 -0.305 -4.865
H 2.565 1.341 -4.509
H -4.900 2.171 1.883
H 1.478 2.783 -1.882
H 0.918 1.042 -5.056
H -1.842 4.992 3.006
H 2.193 -0.417 -0.573
H -1.225 -0.214 -2.998
H 2.853 -2.988 3.180
H 0.313 1.913 -0.881
H 2.017 -5.057 1.947
H 0.451 -4.725 0.056
H 2.753 -1.368 -1.962
H 3.433 0.228 -1.644
H -0.157 -1.587 -3.326
H -1.137 -3.167 -2.378